C20H44B2N2O10P2 | ωB97M-V with the def2-TZVPD basis set

Results
**Lowest unoccupied orbital energy**: 0.3 eV
**Electronic energy**: -2383.0340 Eh
**SMILES**: NCCB(CB(O)O)c1ccccn1.CCOP(=O)(OCC)OCC.CCOP(=O)(OCC)OCC
**Frontier orbital gap**: 8.6911 eV

Each atom is followed by the atoms it is bonded to, with distances in Å.
Geometry (Å):
1 N 1.463 -3.345 4.291  C2 1.465, H15 1.006, H16 1.009
2 C 1.514 -2.208 3.369  N1 1.465, C3 1.532, H17 1.094, H18 1.095
3 C 0.171 -1.998 2.663  C2 1.532, B4 1.575, H19 1.092, H20 1.097
4 B -0.914 -1.501 3.690  C3 1.575, C5 1.575, C9 1.589
5 C -0.680 -0.160 4.482  B4 1.575, B6 1.576, H21 1.095, H22 1.094
6 B -0.648 -0.419 6.036  C5 1.576, O7 1.406, O8 1.368
7 O -1.217 0.499 6.935  B6 1.406, H23 0.963
8 O -0.084 -1.565 6.528  B6 1.368, H24 0.964
9 C -2.220 -2.370 3.936  B4 1.589, C10 1.388, N14 1.346
10 C -3.349 -1.742 4.446  C9 1.388, C11 1.391, H25 1.081
11 C -4.489 -2.499 4.693  C10 1.391, C12 1.386, H26 1.082
12 C -4.414 -3.845 4.373  C11 1.386, C13 1.386, H27 1.081
13 C -3.243 -4.358 3.840  C12 1.386, N14 1.332, H28 1.086
14 N -2.121 -3.674 3.618  C9 1.346, C13 1.332
15 H 1.707 -3.100 5.236  N1 1.006
16 H 0.587 -3.844 4.251  N1 1.009
17 H 1.816 -1.313 3.921  C2 1.094
18 H 2.309 -2.395 2.639  C2 1.095
19 H -0.095 -2.938 2.174  C3 1.092
20 H 0.306 -1.245 1.876  C3 1.097
21 H -1.501 0.526 4.248  C5 1.095
22 H 0.248 0.314 4.152  C5 1.094
23 H -2.127 0.234 7.106  O7 0.963
24 H -0.363 -1.670 7.446  O8 0.964
25 H -3.336 -0.679 4.642  C10 1.081
26 H -5.376 -2.042 5.110  C11 1.082
27 H -5.260 -4.499 4.530  C12 1.081
28 H -3.223 -5.411 3.572  C13 1.086
29 O -1.571 1.273 -0.131  P30 1.480
30 P -2.648 1.667 -1.067  O29 1.480, O31 1.619, O34 1.621, O37 1.621
31 O -3.701 2.530 -0.190  P30 1.619, C32 1.426
32 C -3.273 3.751 0.410  O31 1.426, C33 1.518, H40 1.094, H41 1.089
33 C -3.007 4.837 -0.617  C32 1.518, H42 1.095, H43 1.090, H44 1.090
34 O -3.483 0.289 -1.237  P30 1.621, C35 1.427
35 C -2.985 -0.949 -0.728  O34 1.427, C36 1.513, H45 1.090, H46 1.091
36 C -3.466 -1.204 0.683  C35 1.513, H47 1.091, H48 1.092, H49 1.091
37 O -3.182 2.175 -2.510  P30 1.621, C38 1.441
38 C -2.278 2.614 -3.543  O37 1.441, C39 1.512, H50 1.093, H51 1.088
39 C -1.197 1.594 -3.821  C38 1.512, H52 1.092, H53 1.090, H54 1.090
40 H -2.385 3.574 1.023  C32 1.094
41 H -4.078 4.060 1.075  C32 1.089
42 H -2.100 4.619 -1.190  C33 1.095
43 H -2.864 5.801 -0.129  C33 1.090
44 H -3.835 4.914 -1.321  C33 1.090
45 H -1.897 -0.977 -0.777  C35 1.090
46 H -3.356 -1.728 -1.396  C35 1.091
47 H -3.272 -0.349 1.332  C36 1.091
48 H -2.969 -2.082 1.100  C36 1.092
49 H -4.544 -1.374 0.697  C36 1.091
50 H -1.844 3.578 -3.265  C38 1.093
51 H -2.884 2.776 -4.433  C38 1.088
52 H -0.531 1.485 -2.963  C39 1.092
53 H -0.592 1.894 -4.677  C39 1.090
54 H -1.636 0.616 -4.023  C39 1.090
55 O 3.344 0.611 -4.883  P56 1.470
56 P 4.023 0.595 -3.580  O55 1.470, O57 1.602, O60 1.610, O63 1.598
57 O 3.455 1.756 -2.634  P56 1.602, C58 1.430
58 C 2.053 1.794 -2.355  O57 1.430, C59 1.518, H66 1.091, H67 1.090
59 C 1.601 0.643 -1.475  C58 1.518, H68 1.095, H69 1.092, H70 1.090
60 O 5.508 1.167 -3.826  P56 1.610, C61 1.427
61 C 5.973 1.502 -5.132  O60 1.427, C62 1.515, H71 1.090, H72 1.091
62 C 5.716 2.960 -5.453  C61 1.515, H73 1.090, H74 1.091, H75 1.091
63 O 4.499 -0.468 -2.485  P56 1.598, C64 1.445
64 C 4.179 -1.870 -2.616  O63 1.445, C65 1.516, H76 1.093, H77 1.088
65 C 4.570 -2.434 -3.967  C64 1.516, H78 1.092, H79 1.090, H80 1.091
66 H 1.496 1.808 -3.293  C58 1.091
67 H 1.871 2.742 -1.849  C58 1.090
68 H 1.629 -0.300 -2.030  C59 1.095
69 H 0.577 0.791 -1.126  C59 1.092
70 H 2.257 0.540 -0.610  C59 1.090
71 H 5.523 0.850 -5.881  C61 1.090
72 H 7.046 1.304 -5.136  C61 1.091
73 H 4.675 3.225 -5.269  C62 1.090
74 H 5.956 3.173 -6.495  C62 1.091
75 H 6.330 3.601 -4.818  C62 1.091
76 H 3.112 -2.019 -2.430  C64 1.093
77 H 4.721 -2.379 -1.822  C64 1.088
78 H 3.971 -1.996 -4.769  C65 1.092
79 H 4.418 -3.513 -3.988  C65 1.090
80 H 5.618 -2.220 -4.183  C65 1.091

Here are the Löwdin charges for atoms 1 to 2, given in e:
1 N 0.01
2 C -0.29